No. 1
Molecular formula: C3H11NOS
Method: DFT, ωB97M-V with the def2-TZVPD basis set

Geometry as XYZ:
```
17
Properties=species:S:1:pos:R:3:forces:R:3
C -1.61060 0.72219 -0.39475 -0.2 1.3 1.6
N -0.41843 1.31545 0.20639 -0.1 -0.9 0.7
C 0.73019 0.49828 0.51811 -1.7 -1.0 0.7
C 0.38059 -0.68550 1.50493 0.0 1.5 -1.1
S 1.91625 -1.41166 2.06947 0.1 -0.4 0.5
H -2.43945 1.21000 0.12996 -0.3 0.0 -0.5
H -1.75188 -0.31738 -0.12274 0.4 -0.2 -0.2
H -1.66533 0.87392 -1.44648 -0.2 -0.1 -0.8
H -0.22977 2.27662 0.00023 0.0 0.0 -0.2
H 1.03244 -0.06990 -0.36525 1.2 0.7 -0.1
H 1.39915 1.12183 1.09783 0.8 0.0 -0.7
H -0.19253 -0.23857 2.31431 0.1 -0.4 0.3
H -0.22178 -1.39463 0.95054 -0.2 -0.3 0.3
H 2.38126 -1.74371 0.86016 0.0 0.0 -0.1
O -0.10520 -0.48630 -2.39475 0.6 -0.4 -0.4
H 0.13187 -1.31587 -1.96423 -0.3 -0.1 0.1
H 0.66321 -0.35477 -2.96371 -0.1 0.2 -0.1
```
Forces are in eV/Å.

The calculation puts the HOMO energy at -8.04 eV. The orbital gap comes out at 0.31406 Eh.

The natural (NBO) scheme yields these atomic charges, measured in e:
1. C -0.410
2. N -0.666
3. C -0.214
4. C -0.543
5. S -0.028
6. H 0.187
7. H 0.187
8. H 0.199
9. H 0.374
10. H 0.158
11. H 0.211
12. H 0.231
13. H 0.198
14. H 0.108
15. O -0.929
16. H 0.466
17. H 0.471


No. 2
Molecular formula: C3H11NOS
Method: DFT, ωB97M-V with the def2-TZVPD basis set

Geometry as XYZ:
```
17
Properties=species:S:1:pos:R:3:forces:R:3
C -1.08342 0.14608 0.14654 0.2 -0.3 0.7
S -2.42437 1.07390 -0.71939 -0.9 -2.1 -0.8
C -1.95426 2.76104 -0.95543 -0.5 2.5 0.4
H -1.21681 0.77408 1.02265 1.8 -0.1 0.6
H -0.08231 0.01777 -0.37133 -1.2 0.9 0.6
H -1.29068 -0.89726 0.56278 -0.7 1.3 -1.2
H -2.34782 3.59583 -0.19263 1.2 -2.1 -1.0
H -0.87549 2.86846 -1.20017 -0.8 0.2 0.2
H -2.57029 3.02756 -1.84946 0.8 -0.2 0.4
N 1.72255 -2.47422 1.19080 1.9 -1.6 3.2
C 2.69466 -1.90358 0.23181 -2.3 -2.2 0.7
O 3.21977 -0.69986 0.55108 1.6 1.5 1.0
H 0.98443 -1.95890 1.68172 0.2 0.7 -1.4
H 2.22736 -2.83970 2.10164 -0.8 0.6 -2.6
H 3.34010 -2.71731 -0.09204 1.1 0.1 1.1
H 2.21234 -1.80319 -0.67569 -1.9 0.5 -2.0
H 2.65124 -0.35255 1.24113 0.2 0.3 0.1
```
Forces are in eV/Å.

The calculation puts the HOMO energy at -8.46 eV. The orbital gap comes out at 0.33741 Eh.

The natural (NBO) scheme yields these atomic charges, measured in e:
1. C -0.781
2. S 0.184
3. C -0.789
4. H 0.227
5. H 0.224
6. H 0.245
7. H 0.215
8. H 0.231
9. H 0.242
10. N -0.883
11. C 0.093
12. O -0.709
13. H 0.365
14. H 0.351
15. H 0.171
16. H 0.141
17. H 0.473


No. 3
Molecular formula: C3H11NOS
Method: DFT, ωB97M-V with the def2-TZVPD basis set

Geometry as XYZ:
```
17
Properties=species:S:1:pos:R:3:forces:R:3
C 1.32938 1.48952 -0.56436 0.9 0.1 -1.0
C 0.05547 0.64960 -0.35986 0.0 1.2 1.1
N -1.16775 1.38627 -0.81341 0.9 -0.2 -0.4
C -0.11584 0.29595 1.14385 -0.1 0.5 -0.6
S 0.71019 -1.25184 1.62107 0.1 0.4 0.4
H 1.78822 1.94765 0.31181 -0.3 -0.2 0.2
H 2.07867 0.83942 -1.02940 0.2 0.0 0.4
H 1.29930 2.29801 -1.31938 -0.7 -0.2 0.3
H 0.24068 -0.23669 -0.94909 -0.7 -0.2 0.1
H -0.80905 2.26352 -1.16690 -0.5 0.1 -0.2
H -1.82359 1.61347 -0.07654 0.2 -0.1 0.2
H -1.16928 0.38720 1.41702 -0.1 -0.9 0.0
H 0.29172 1.13267 1.72714 0.4 -0.5 0.0
H -0.22488 -2.14168 1.28443 -0.2 0.1 -0.2
O -1.20838 -1.25859 -2.12743 0.3 -1.2 -0.4
H -0.93210 -1.20115 -3.05209 -0.4 0.3 0.3
H -1.79689 -0.53925 -1.90298 0.0 0.7 -0.3
```
Forces are in eV/Å.

The calculation puts the HOMO energy at -9.02 eV. The orbital gap comes out at 0.36607 Eh.

The natural (NBO) scheme yields these atomic charges, measured in e:
1. C -0.639
2. C -0.088
3. N -0.860
4. C -0.529
5. S -0.039
6. H 0.208
7. H 0.220
8. H 0.207
9. H 0.229
10. H 0.362
11. H 0.358
12. H 0.214
13. H 0.221
14. H 0.131
15. O -0.964
16. H 0.474
17. H 0.493


No. 4
Molecular formula: C3H11NOS
Method: DFT, ωB97M-V with the def2-TZVPD basis set

Geometry as XYZ:
```
17
Properties=species:S:1:pos:R:3:forces:R:3
C 0.39475 0.53212 1.11372 0.4 0.8 0.5
C -1.04286 0.20490 0.59638 0.9 -1.4 0.0
C -1.81215 1.51340 0.34563 -0.4 -1.0 1.2
S -3.54755 1.28787 -0.12029 0.7 -0.2 -0.3
N 1.10980 -0.51661 1.89547 -0.7 0.7 -0.5
H 0.28848 1.47574 1.69050 0.3 -0.6 0.1
H 0.93703 0.83869 0.22162 0.4 -0.1 0.0
H -0.88913 -0.36698 -0.33880 -0.5 0.4 0.2
H -1.48389 -0.52145 1.30441 -0.3 0.7 -0.2
H -1.18842 2.25645 -0.15964 -0.8 0.0 -0.6
H -2.10867 1.97943 1.31068 0.5 0.0 0.3
H -3.77744 0.18188 0.67556 0.3 0.6 -0.4
H 1.36230 -0.19221 2.82109 -0.4 0.1 0.0
H 1.99164 -0.82176 1.49572 -0.4 0.1 -0.4
H 3.87738 -2.93349 -4.10636 -0.3 -0.4 1.4
H 2.92005 -2.30023 -4.83194 -1.3 0.4 0.2
O 2.96867 -2.61775 -3.91376 1.5 -0.1 -1.6
```
Forces are in eV/Å.

The calculation puts the HOMO energy (alpha / beta) at -12.99 / -12.92 eV. Its spin multiplicity is 2. The orbital gap (alpha / beta) comes out at 0.32919 / 0.14721 Eh. The charge is +1.

The natural (NBO) scheme yields these atomic charges, measured in e:
1. C -0.208
2. C -0.451
3. C -0.567
4. S 0.682
5. N -0.831
6. H 0.178
7. H 0.199
8. H 0.239
9. H 0.244
10. H 0.296
11. H 0.286
12. H 0.173
13. H 0.378
14. H 0.385
15. H 0.464
16. H 0.460
17. O -0.924